#A
ORCA calculation (ωB97M-V/def2-TZVPD) on 3 unconnected molecules or ions with the total composition C3H10NO4.

Structure (ORCA input):
```
! wB97M-V def2-TZVPD RIJCOSX def2/J DEFGRID3
* xyz -1 1
C 1.287 -1.652 0.149
C 1.819 -0.208 0.363
C 0.898 0.976 0.718
O -0.330 0.764 0.959
O 1.495 2.061 0.861
N -0.125 -1.825 -0.144
H 1.928 -2.289 -0.476
H 1.475 -2.251 1.059
H 2.673 -0.201 1.039
H 2.260 -0.009 -0.616
H -0.418 -1.583 -1.080
H -0.594 -1.313 0.580
H -2.743 1.213 1.037
H -2.312 0.650 -0.251
O -3.120 0.764 0.270
H -1.029 0.939 -1.553
H -1.612 2.273 -1.077
O -1.551 1.691 -1.838
*
```

The calculation puts the LUMO energy at 3.915 eV. For the HOMO-LUMO gap, the calculation gives 8.7 eV.

***

#B
ORCA calculation (ωB97M-V/def2-TZVPD) on 3 unconnected molecules or ions with the total composition C3H10NO4.

Structure (ORCA input):
```
! wB97M-V def2-TZVPD RIJCOSX def2/J DEFGRID3
* xyz -1 1
O 0.811 1.858 -0.255
C 0.304 0.726 -0.445
O -0.210 0.030 -1.335
C 0.223 -0.115 0.949
C -1.219 -0.494 1.417
N 0.855 0.606 2.036
H 0.831 -0.980 0.718
H -1.423 -1.489 1.095
H -1.381 -0.444 2.490
H -1.922 0.248 1.041
H 1.593 1.162 1.621
H 0.143 1.144 2.520
H 2.080 -1.999 -2.031
H 2.478 -0.993 -0.854
O 2.626 -1.253 -1.767
H -1.151 0.824 -2.538
H -2.495 0.388 -1.928
O -2.140 0.780 -2.734
*
```

The calculation puts the LUMO energy at 3.880 eV. For the HOMO-LUMO gap, the calculation gives 7.9 eV.

***

Of them, #B has the lowest stability.

***

#A
ORCA calculation (ωB97M-V/def2-TZVPD) on 3 unconnected molecules or ions with the total composition C3H10NO4.

Structure (ORCA input):
```
! wB97M-V def2-TZVPD RIJCOSX def2/J DEFGRID3
* xyz -1 1
O -1.109 1.144 -0.085
C 0.068 0.783 0.140
O 0.919 1.183 0.949
C 0.518 -0.353 -0.894
C -0.416 -1.561 -0.729
N 1.883 -0.869 -0.709
H 0.507 0.128 -1.871
H -1.376 -1.275 -0.286
H -0.746 -1.838 -1.748
H -0.118 -2.458 -0.207
H 2.563 -0.130 -0.877
H 2.054 -1.231 0.213
H 2.492 1.114 3.199
H 1.257 0.489 2.615
O 1.647 0.732 3.486
H -4.057 1.630 -0.768
H -2.648 1.097 -0.964
O -3.436 1.414 -1.464
*
```

The calculation puts the LUMO energy at 3.959 eV. For the HOMO-LUMO gap, the calculation gives 8.4 eV.

***

#B
ORCA calculation (ωB97M-V/def2-TZVPD) on 3 unconnected molecules or ions with the total composition C3H10NO4.

Structure (ORCA input):
```
! wB97M-V def2-TZVPD RIJCOSX def2/J DEFGRID3
* xyz -1 1
C -1.051 -0.945 -1.488
N -0.467 0.349 -1.714
C 0.257 0.805 -0.510
C 1.606 0.152 -0.277
O 2.125 -0.070 0.898
O 2.070 -0.309 -1.295
H -2.055 -0.817 -2.036
H -1.298 -1.131 -0.411
H -0.549 -1.813 -1.807
H 0.331 0.103 -2.388
H -0.252 0.413 0.429
H 0.599 1.844 -0.486
H -0.037 -2.012 1.738
H 1.189 -0.903 1.622
O 0.264 -1.132 2.046
H -0.889 1.183 2.327
H -0.550 2.310 1.329
O -1.292 1.971 2.024
*
```

The calculation puts the LUMO energy at 3.915 eV. For the HOMO-LUMO gap, the calculation gives 8.7 eV.

***

Of them, #B has the lowest stability.